Entry 1:
ORCA calculation (ωB97M-V/def2-TZVPD) on C30H22Cl2FeN6O4 as an isolated structure.

CARTESIAN COORDINATES (ANGSTROEM)
C 1.21155 -1.28652 2.48886
N 1.21273 -1.70136 1.16567
H -3.60264 1.95761 -2.37081
C 1.71426 -2.76549 -0.84065
H -4.08092 0.10280 -1.09068
C -2.51628 1.92089 -2.31438
C 2.16805 3.14439 -2.75189
H -4.73904 -2.16072 -0.48270
C -1.14916 2.16796 1.54680
H 0.38570 5.53226 0.69590
C 3.72154 1.64058 -1.69838
H -2.09903 1.85347 -3.31968
Fe 0.03500 -0.67617 0.02039
C -0.07933 4.58796 0.94671
H 2.97834 -2.23095 3.22875
H -2.01010 5.42479 1.39021
C 0.11746 -0.42985 2.77927
N -0.78971 -0.26720 1.74828
C 2.34274 -3.71361 -1.63155
O 3.01537 -3.16514 1.11366
C 4.53557 3.52757 -2.94922
H -0.57965 -1.58518 -2.83487
H -2.13468 2.84630 -1.88018
N -0.80382 0.57402 -1.25180
H 1.68450 3.40527 0.56547
H 2.36585 -4.62742 -3.57247
C 1.29172 1.18555 -1.44980
C -1.41150 4.52373 1.33349
C 1.89608 -3.89599 -2.92682
H 0.44255 -3.25848 -4.39294
Cl 0.79118 0.53582 6.59776
C 2.41050 2.00599 -1.98539
C 2.14899 -1.58159 3.46199
H 3.89185 0.76447 -1.08678
C 0.01234 0.11512 4.05355
C 3.22574 3.90038 -3.23025
H -0.81707 0.75757 4.31826
O 1.58081 0.29346 -0.56255
C 4.77973 2.39730 -2.18302
H -3.50798 -3.26172 0.20412
C 0.64498 3.40602 0.87828
C -2.07254 0.74929 -1.48682
O -1.55413 -1.82085 -0.16327
C 2.06800 -2.55812 0.60856
C -3.84788 -2.22956 0.14060
O -2.81937 0.68185 2.29312
N 0.70505 -2.02627 -1.30344
C 0.25432 -2.20968 -2.53996
C -1.67815 0.80049 1.90270
H 3.15376 -4.28054 -1.19618
H -2.98766 3.17760 1.96449
C -2.72634 -1.35987 -0.36703
N 0.11719 2.22329 1.16331
H 1.14240 3.41791 -2.95989
N 0.09225 1.42248 -1.88955
H 5.79762 2.10492 -1.95653
C -1.96082 3.29301 1.64698
C 0.96790 -0.18272 5.02080
H 3.03043 4.78624 -3.82241
H 5.36178 4.11998 -3.32307
C -3.03762 -0.15323 -0.97296
C 2.02327 -1.02617 4.73486
Cl 3.22544 -1.41112 5.93497
H -4.09753 -1.88934 1.14888
C 0.82742 -3.13705 -3.39010

Forces on atoms 1 to 6 (eV/Å):
C 0.123 0.138 0.151
N -0.236 -0.174 -0.188
H 0.001 -0.003 0.004
C -0.105 -0.079 -0.087
H 0.001 0.002 0.003
C -0.022 0.000 -0.009

Properties
Kohn-Sham gap (spin up / spin down): 6.80 / 6.83 eV
charge: -1
⟨S²⟩: 0.80
LUMO level (spin up / spin down): 0.09659 / 0.09663 hartree
2S+1: 2

***

Entry 2:
ORCA calculation (ωB97M-V/def2-TZVPD) on C30H23BCrNO2S11 as an isolated structure.

CARTESIAN COORDINATES (ANGSTROEM)
S -4.59097 1.13595 1.73961
C -1.99328 -3.40555 0.77012
B 0.68872 1.41266 -0.45403
S -0.39493 -6.88359 -1.15739
C 4.37657 3.64225 -1.92121
C 4.44935 0.02518 2.74729
S -3.71242 3.26859 7.11792
C -2.50047 2.97856 0.11088
C -3.44561 2.61165 5.59772
C -1.99023 -1.52722 -2.13080
C 3.11772 0.22938 3.15636
H 2.92473 -2.57600 -2.18645
C 3.54192 2.58977 -2.30543
H 4.80723 5.17095 -0.48599
C -3.70113 1.61455 3.13360
H 2.85589 4.61436 0.98268
H 1.24525 -3.44928 -2.94742
C 1.47560 -1.67854 -0.85784
C 0.31306 -1.93361 -1.71251
S -0.55759 -4.34610 0.40811
H 4.86762 -1.88760 -0.82700
H -5.76393 -1.43219 -0.08401
H -0.90122 2.32389 -2.19557
N 1.24516 -1.02475 0.27231
H -3.00654 3.70054 -0.53196
C 2.47969 2.30249 -1.47791
S -0.93811 1.19459 2.46814
H -0.79288 -3.90928 -4.23322
C 2.31113 -0.72760 1.09983
H 5.72066 -0.76956 1.22352
H -4.03099 -1.22690 0.14079
S -2.56459 1.36779 -0.68795
C -4.79244 -1.88877 -0.26939
S -4.77176 -3.44117 0.65390
H 5.22671 3.89814 -2.54165
C -2.36556 1.62351 3.39404
S -1.81445 -1.91674 1.63831
C 2.79111 -2.04477 -1.25647
C 3.85398 -1.66953 -0.50918
H 3.72127 2.01603 -3.20521
H -1.81558 0.99728 -2.92326
H -2.93067 -1.03631 -1.90248
H -2.57640 2.59768 -2.74363
C -1.89050 1.87954 -2.29166
C 3.05390 4.06662 0.07123
C -1.97247 -2.46728 -3.14851
O 1.53397 1.33307 -1.60194
C 2.07002 -0.14209 2.35854
H -1.46737 3.26565 0.30158
C 3.64151 -0.98694 0.71334
C 4.70356 -0.58430 1.55067
C -1.26365 -5.64129 -0.46345
S -4.67370 2.23743 4.46997
C -0.79850 -3.14855 -3.46283
H -3.03795 2.87727 1.05042
C -3.13801 -3.99746 0.34464
C 2.23915 3.02612 -0.31600
S -2.96575 -5.48366 -0.55757
C 0.34899 -2.87464 -2.74670
H 1.05050 0.00863 2.69074
H -2.88420 -2.68923 -3.69313
H -4.65014 -2.06934 -1.33406
H 2.90978 0.68698 4.11533
S -1.90237 2.23996 4.97357
C -0.85188 -1.23268 -1.37093
C 4.13737 4.36460 -0.75801
H 5.26677 0.34155 3.38338
O 1.14095 2.52440 0.30619
Cr -0.66160 -0.07505 0.30799

Forces on atoms 1 to 6 (eV/Å):
S -0.224 -0.271 0.152
C -0.024 -0.010 -0.100
B 0.181 0.186 0.096
S -0.032 0.008 0.033
C -0.009 0.007 -0.006
C 0.005 0.014 0.014

Properties
Kohn-Sham gap (spin up / spin down): 4.94 / 4.85 eV
charge: -2
⟨S²⟩: 3.83
LUMO level (spin up / spin down): 0.13957 / 0.13509 hartree
2S+1: 4

***

Entry 3:
ORCA calculation (ωB97M-V/def2-TZVPD) on C30H23BeN5O6S as an isolated structure.

CARTESIAN COORDINATES (ANGSTROEM)
C -2.55545 -1.68282 -0.12240
H 3.27728 -3.61058 2.38971
C 3.00887 -3.27898 4.50056
C 2.36953 3.06623 0.81569
H 3.54006 -2.22482 7.24056
C 1.41024 -1.60039 5.09374
H 0.41412 -0.60745 3.47892
C 3.27944 0.49822 1.48220
H 2.84017 -3.83658 7.14353
C -1.46934 1.03048 2.08648
C -2.11656 -0.94323 -1.27618
C 2.34334 -2.55550 5.48658
H 5.13435 1.47820 1.93245
C 2.75344 -3.05658 3.15732
C 0.50610 4.38089 0.04381
N -1.18787 0.01557 -1.06752
N -1.91434 -1.37530 1.00361
O 0.29232 -2.71328 0.77651
O -2.47503 1.91092 1.71496
O -1.32834 0.80536 3.27725
H -3.96493 3.13922 2.31941
H 2.41236 5.20777 0.53747
C -4.06621 -2.91591 -1.54241
O 2.65830 -2.15156 0.34586
H -0.68738 0.93170 -4.25003
S 1.44175 -1.89103 1.06983
N 0.99355 -0.34787 0.91624
C 1.80621 4.31272 0.46444
H 1.82603 -2.45439 7.57336
H -1.28560 3.20816 -0.34114
C 1.14038 -1.36484 3.75329
C -0.70421 0.64301 -2.12174
C -3.16004 -3.06741 2.11290
C 3.69650 2.88807 1.26970
H -3.34669 -3.60489 3.03151
H 3.74028 -4.02507 4.78857
C 1.81558 -2.10210 2.79108
H 0.88404 -1.02440 5.84595
H -4.05557 -2.50852 -3.60674
C -3.22269 2.49317 2.78313
O -5.22767 -4.42188 -2.84229
C 1.97911 0.63316 1.05166
H -4.56563 -4.18184 0.95751
C -0.24564 3.19444 -0.03528
H 0.04853 5.32309 -0.22218
O -5.92187 -4.08401 -0.83385
N -5.15278 -3.89380 -1.75369
H 3.68085 -0.47029 1.73516
C -2.62401 -1.25222 -2.53661
C -2.10614 -0.55569 -3.64107
N 0.25473 2.02288 0.27186
C -3.63078 -2.26561 -2.64316
C 1.53488 1.94034 0.70502
H -1.64837 -1.77817 2.98818
H -2.47217 -0.77258 -4.63662
C -3.53434 -2.68208 -0.22363
H 4.35245 3.74364 1.36237
C -2.20597 -2.04073 2.09633
C -3.83178 -3.39243 0.96138
H 0.05669 1.38477 -1.92815
H -2.57652 3.07359 3.44240
H -3.71492 1.72490 3.38011
Be -0.58231 0.27988 0.70309
C 4.11992 1.62854 1.58574
C 2.65019 -2.78252 6.94126
C -1.13034 0.38463 -3.43093

Forces on atoms 1 to 6 (eV/Å):
C -0.037 -0.061 -0.162
H 0.010 -0.006 0.003
C 0.020 -0.011 -0.037
C 0.024 0.059 0.004
H 0.004 0.004 -0.001
C 0.014 -0.014 -0.002

Properties
Kohn-Sham gap: 6.51 eV
LUMO level: -0.04376 hartree

***

Number 1: total energy -108034.3103 eV. Number 2: total energy -185359.6055 eV. Number 3: total energy -62456.5432 eV.